(1)
The following is a DFT calculation (ωB97M-V/def2-TZVPD) of a 10-piece molecular cluster, C36H66B4F16N12 overall at a distorted geometry.

As for the total charge: +2. Its HOMO-LUMO gap is 7.069 eV. Its total energy is -102471.279 eV. The value obtained for the energy above the lowest of the compared OMol25 structures with the same formula, charge and spin is 825.13 kJ/mol. The HOMO energy is -11.4 eV.

Atoms and positions in Å:
F 1.94756 -1.94196 -2.74348
F 0.71162 -2.90674 -1.05456
F -2.03837 -4.62207 1.73536
F -0.90347 -5.66779 0.01588
F 4.20892 -2.06720 2.66754
F 4.10253 -0.24552 3.88689
F 5.89393 -0.65799 2.75044
F 0.66182 1.64046 -4.28609
F -0.12584 3.08100 -5.82006
F 1.12322 3.94882 -4.42088
F 4.08616 -0.18187 1.69101
F 2.79675 -2.24305 -0.55843
F 0.22840 -4.42132 1.46205
F 1.91593 2.53010 -6.02427
F -1.15265 -3.55021 0.08171
F 2.36655 -4.09189 -1.84230
N -0.16140 1.46683 -0.27382
N -1.38568 -1.84588 -5.82751
N -0.61331 3.07798 5.78496
N -7.39250 3.35339 -2.32553
N 0.63653 0.82152 1.70516
N 4.21342 3.40057 -2.83428
N 3.53687 -5.39875 7.16368
N 4.05691 1.35572 -3.71156
N -5.72788 3.23950 -3.77699
N -2.68521 -2.84962 -7.49866
N 1.97042 -5.02611 5.62443
N 0.76367 1.85444 6.99048
C 0.84728 -5.17898 4.76134
C -7.86347 3.93605 -3.47610
C 1.03617 0.03090 2.84947
C -6.17632 2.81349 -2.59911
C -4.41158 3.04147 -4.52174
C 4.70415 2.61913 -3.84933
C -0.04229 2.02668 1.81407
C 3.84097 -4.17554 6.56392
C -1.06088 1.78007 5.61815
C -0.51698 1.42627 -1.72368
C -0.90266 -1.48970 -7.01096
C 4.00805 0.28667 -4.66863
C 0.95131 1.22421 9.25273
C 2.34636 -5.88107 6.62529
C -8.14308 3.13270 -1.10442
C -1.19262 4.30272 5.25871
C -3.76552 -3.52122 -8.18360
C -2.38599 -2.76200 -6.11320
C 4.26236 -5.94215 8.31386
C -3.29869 -4.54278 -9.24278
C -6.75874 3.95101 -4.29666
C 0.48039 0.43118 0.42073
C 3.44053 2.57783 -2.10057
C -0.45723 -4.58105 5.43665
C -0.15915 -0.96019 3.10721
C 1.68228 1.61821 8.08293
C 0.47757 3.10875 6.51923
C 3.23640 1.33135 -2.64716
C 2.85875 -3.98961 5.59524
C -1.70018 -2.09959 -8.02463
C 4.48773 4.66438 -2.45538
C -3.21565 2.64910 -3.45808
C -0.88265 -1.51608 -4.54626
C -0.10884 1.05357 6.30006
C -0.48655 2.49823 0.57721
C 4.12659 5.81629 -3.45817
B 2.01487 -2.78355 -1.59004
B 0.93521 2.76865 -5.08587
B 4.58984 -0.76510 2.77311
B -0.96667 -4.62344 0.88726
H -1.50725 1.08277 -2.02283
H 5.55672 4.69092 -2.24409
H 2.80814 -3.28661 4.77693
H -3.02696 -2.83613 -5.24713
H -0.06853 -0.85208 -4.83682
H 2.40569 0.87658 7.74415
H -3.52430 1.71599 -2.98677
H 0.62356 0.18735 9.17799
H 2.29375 2.51382 8.19281
H 3.12319 0.41515 -5.29202
H -8.01146 2.06387 -0.93596
H -1.05803 -0.42857 3.41947
H -2.64447 -5.31646 -8.84091
H 0.07887 -1.12107 -7.27003
H -4.32856 -4.09111 -7.44447
H -2.24873 2.32544 -3.84330
H 2.61700 0.48867 -2.37766
H -2.27478 4.33742 5.38454
H -0.83421 3.40181 0.09858
H -0.00218 0.01178 6.56407
H -0.89567 5.24180 5.72567
H 0.93835 -0.47675 0.05695
H -2.78863 -4.04708 -10.06874
H 4.24591 4.91389 -1.42225
H 0.63965 -6.24046 4.62630
H 1.62223 1.23745 10.11168
H -0.46479 -1.81066 2.49780
H -0.52628 -2.47903 -4.18046
H 3.04311 5.87446 -3.35432
H 2.87916 3.02574 -1.29394
H 1.80240 -6.75848 6.94257
H -0.55624 -4.77708 6.50430
H 0.31171 0.90844 -2.20663
H -1.59486 -1.05076 -3.86484
H 3.53070 -6.43473 8.95428
H -0.10705 2.39422 2.82754
H -4.48059 -2.79039 -8.56130
H 5.01655 -6.57814 7.85039
H -9.19102 3.29132 -1.35888
H -8.77354 4.51677 -3.50660
H -0.42650 2.47130 -2.02005
H -1.33235 -4.64082 4.78958
H 4.90561 0.32745 -5.28576
H 4.46051 6.80795 -3.15291
H 4.73969 -3.63268 6.81691
H 1.08001 3.90671 6.92752
H 1.38051 0.71563 3.62449
H 4.81659 -5.08569 8.69780
H -4.05389 -5.14408 -9.74897
H -1.50618 -1.87685 -9.06345
H -1.05158 4.28942 4.17795
H -0.34495 -3.50013 5.35230
H 4.05935 -0.58002 -4.00963
H 0.06808 1.78342 9.56143
H 1.85970 -0.61649 2.54813
H -4.13282 3.95728 -5.04298
H 5.48053 2.90002 -4.54556
H -4.45339 2.26894 -5.28956
H 4.48940 5.66833 -4.47532
H -1.98415 1.51906 5.12231
H 1.08173 -4.70589 3.80775
H -2.98212 3.51522 -2.83888
H -6.45337 4.38922 -5.23534
H -7.80193 3.87474 -0.38256
H 0.20331 -1.44134 4.01562
H -5.59633 2.36005 -1.80892

Forces on the atoms, in the same order (eV/Å):
F 0.4 0.4 -0.2
F 0.1 1.4 -0.8
F -1.2 -0.8 2.1
F -0.3 -2.4 -0.2
F -0.9 -3.0 0.7
F -2.1 1.9 4.0
F 4.4 0.3 0.3
F 0.3 -0.3 0.5
F -4.2 -0.3 -2.1
F 1.6 0.9 2.5
F -2.0 2.7 -3.1
F 0.4 0.8 -0.6
F 2.4 -0.2 2.7
F 1.9 -0.9 0.2
F -1.6 3.0 -1.2
F 1.0 0.0 -1.1
N 0.5 -2.8 0.4
N -3.2 -3.0 -3.2
N 0.0 1.3 0.2
N 0.9 -1.4 -1.8
N -2.1 1.7 -2.9
N -0.5 -6.1 -2.1
N -2.9 0.7 -1.0
N 1.7 3.3 -1.2
N -0.1 -0.5 0.2
N 2.5 1.4 4.0
N 2.1 -1.0 2.7
N -1.7 3.0 -3.6
C -2.7 -0.3 0.2
C 1.9 1.3 -0.1
C -0.9 -2.4 -1.6
C 0.3 0.8 1.9
C 2.2 -0.7 1.9
C -2.2 -1.8 1.3
C 0.2 1.0 0.2
C -1.7 -1.3 -1.0
C 1.8 -0.1 0.9
C 1.6 0.9 0.6
C -0.4 -1.1 -3.7
C 1.1 -0.3 -0.2
C -0.8 -1.5 3.0
C 1.9 1.9 -0.5
C -0.3 -0.2 -0.8
C -1.4 0.2 -1.1
C -1.2 -1.8 -0.2
C -1.1 1.8 0.4
C 0.3 0.3 -1.5
C 0.6 0.2 -0.5
C -0.2 0.6 -1.9
C 0.0 2.2 0.1
C -3.0 -0.2 1.7
C 1.4 1.5 -1.3
C 0.7 0.7 2.6
C 1.7 0.3 -2.0
C 1.1 -1.6 2.4
C 1.2 2.3 0.6
C 1.2 0.2 0.1
C 2.1 2.1 0.3
C 3.6 5.4 0.7
C -1.6 0.1 -1.4
C 1.4 -0.4 0.5
C -0.6 -1.8 1.5
C 1.3 -2.2 1.1
C -0.8 -0.6 1.2
B -1.4 -1.3 1.8
B 0.2 0.4 -0.9
B 0.0 -1.8 -1.3
B -0.3 0.6 -2.3
H 0.2 -0.5 0.8
H 0.6 0.2 -0.6
H 0.1 0.3 0.1
H -0.7 -1.2 -0.5
H 0.2 0.1 1.1
H -0.1 -0.3 0.2
H -0.3 0.4 0.8
H -0.1 -0.1 -0.1
H -0.3 0.2 0.1
H 0.0 -0.3 0.2
H -0.1 0.3 1.1
H -0.2 0.2 -0.1
H 0.3 0.4 0.3
H -0.1 0.7 0.6
H 0.1 0.2 0.3
H -0.2 0.5 -1.2
H 0.2 -0.1 0.0
H -0.1 -0.6 0.2
H -0.3 0.1 0.8
H -0.6 -0.2 -0.6
H 0.8 -0.5 0.0
H -0.2 -0.4 -0.6
H 0.2 0.1 0.1
H -1.3 -0.4 -0.2
H 0.4 0.0 -0.3
H 0.0 0.0 0.1
H 0.7 0.4 -1.1
H 0.4 0.5 0.9
H -0.2 0.0 -1.0
H 0.2 -0.2 0.2
H 0.2 0.0 -0.1
H -0.3 -0.6 -0.3
H -0.6 -0.2 -0.2
H 0.0 -0.1 -0.3
H 0.6 0.1 0.3
H -0.1 0.5 -0.3
H 0.3 0.2 -0.2
H -0.1 -0.6 0.6
H 0.1 0.1 0.3
H 0.0 -0.3 -0.1
H 0.0 -0.1 -0.4
H -0.1 -1.1 0.3
H -0.1 -0.1 0.0
H 0.5 -0.3 0.4
H -0.2 0.0 -0.2
H -0.5 0.6 -0.6
H -0.4 -0.3 0.2
H -0.4 -0.3 0.7
H -0.7 0.5 0.4
H -0.4 -0.6 -0.1
H 0.3 0.4 0.1
H 0.4 0.4 0.4
H -0.4 -0.5 -0.8
H 0.1 0.5 -0.4
H 0.4 0.4 0.0
H -0.4 0.2 0.3
H -0.3 -0.2 -0.1
H -0.6 -0.1 0.3
H -0.3 -0.3 0.1
H 0.3 0.0 -0.1
H -0.3 -0.1 -0.1
H -0.4 -0.3 0.4
H -1.2 0.3 -0.2
H -0.1 -0.6 0.4
H -0.2 -0.3 0.4
H 0.0 -0.3 -0.3

(2)
The following is a DFT calculation (ωB97M-V/def2-TZVPD) of C43H64CuF12N7O4P as an isolated structure at a distorted geometry.

As for the total charge: +2. Its HOMO-LUMO gap (alpha / beta) is 5.126 / 2.980 eV. Its total energy is -150774.325 eV. As for the spin multiplicity: 2. The HOMO energy (alpha / beta) is -11.4 / -11.4 eV.

Atoms and positions in Å:
Cu 15.50750 -1.00378 -17.17906
P 16.21599 -3.02589 -14.82432
F 12.88249 1.30412 -7.24902
F 17.60923 -2.87919 -13.94908
F 12.64582 -9.30773 -16.14439
F 15.02538 1.67943 -6.83279
F 16.26262 -1.40988 -15.07995
F 15.38693 -2.89031 -13.42032
F 17.01689 -3.32358 -16.22522
F 14.13439 2.91886 -8.27152
F 13.19025 -9.64078 -14.10038
F 13.89331 -10.99407 -15.67012
F 14.74429 -3.01950 -15.54991
F 16.08028 -4.61570 -14.44816
O 15.25426 -8.64969 -16.72067
O 14.38686 -0.67668 -8.60639
O 14.73452 1.05611 -10.07783
O 15.47185 -8.53563 -14.47413
N 22.58969 -4.93964 -12.84400
N 13.49702 -4.58422 -11.95382
N 12.62991 -6.18499 -18.47835
N 17.98621 -2.81166 -11.35816
N 19.00881 0.13037 -17.77297
N 17.53414 1.65479 -15.08717
N 16.94205 -7.21572 -18.68211
C 18.47757 -0.97583 -17.37359
C 19.21431 2.76714 -14.20340
C 18.28399 -4.03585 -10.82779
C 18.95307 1.69206 -13.40271
C 17.80116 -8.54942 -14.03091
C 22.63319 -6.77919 -11.22687
C 18.37713 2.66488 -15.32744
C 16.58696 -7.68316 -14.36168
C 14.91952 -9.00461 -15.58994
C 11.49672 -5.39964 -18.38428
C 12.98716 -3.93340 -10.88368
C 23.23269 -1.21120 -14.11211
C 19.23690 0.04446 -19.14889
C 13.62748 -9.72819 -15.35895
C 21.77451 -5.64690 -14.04045
C 22.17158 -0.12420 -14.54093
C 14.46322 0.53562 -8.82949
C 17.85622 1.03357 -13.90548
C 14.87547 0.83046 -12.48597
C 18.85822 -1.18900 -19.57511
C 18.15768 -6.85158 -20.45535
C 13.36528 -6.01371 -17.35485
C 12.65743 -5.25102 -16.47698
C 18.92227 -2.53474 -9.35040
C 12.22043 -5.97119 -10.66822
C 23.53333 -5.98332 -12.14967
C 18.97510 -3.88607 -9.63243
C 22.56228 -2.64076 -13.99415
C 20.34395 -5.06962 -14.36548
C 12.17696 -4.69053 -10.04968
C 17.89146 -5.62121 -19.87146
C 11.51260 -4.86037 -17.15065
C 21.65540 -4.59279 -11.62711
C 23.42650 -3.70122 -13.36221
C 14.13795 1.65665 -7.78760
C 17.15796 -5.87630 -18.76323
C 17.48888 -7.86466 -19.75833
C 19.65018 -5.76538 -15.49318
C 12.97425 -5.81010 -11.83858
C 18.40118 -1.88738 -10.45298
C 21.36769 -5.97537 -11.02208
C 18.46986 -1.87879 -18.39539
C 15.11730 0.12298 -11.11643
H 18.90237 -1.65328 -20.54922
H 19.97286 3.52826 -14.09526
H 21.64372 -6.71190 -13.84870
H 23.13182 -7.04403 -10.29450
H 18.36201 -0.82538 -10.64540
H 10.72339 -5.33024 -19.13498
H 14.20267 -4.20766 -12.57055
H 16.82639 -5.21990 -17.97228
H 24.02343 -6.50460 -12.97196
H 11.70336 -4.40169 -9.12303
H 14.61639 -0.84510 -11.11376
H 19.61831 -6.85462 -15.51851
H 13.27110 -6.60124 -12.51118
H 18.14762 3.25147 -16.20474
H 11.64226 -6.79332 -10.27296
H 14.34971 -6.44769 -17.26020
H 16.79411 -7.17854 -15.30537
H 16.33660 -7.71695 -18.04785
H 19.59682 1.39274 -12.58882
H 22.68813 0.82912 -14.65248
H 16.47021 -6.84274 -13.67746
H 19.08152 -2.07581 -8.38582
H 15.53007 1.69681 -12.58104
H 23.97929 -1.37356 -14.88950
H 13.24292 -2.89022 -10.77070
H 18.23902 -4.65901 -20.21754
H 10.70254 -4.32866 -16.67370
H 12.79446 -5.03773 -15.42715
H 19.58264 0.81945 -19.81691
H 17.30852 0.19772 -13.49588
H 22.30028 -3.95362 -11.02404
H 20.51399 -6.42881 -11.52575
H 17.69205 -8.81994 -12.98066
H 24.25959 -5.33321 -11.66181
H 23.73010 -0.80792 -13.23003
H 22.48783 -5.63674 -14.86457
H 22.09233 -3.08998 -14.86905
H 21.33644 -0.17846 -13.84257
H 14.94893 0.14252 -13.32826
H 20.34818 -3.98580 -14.48133
H 12.91097 -6.67101 -19.31793
H 16.79708 1.35614 -15.70979
H 13.87578 1.25292 -12.58721
H 17.97136 -9.41867 -14.66616
H 24.02650 -3.36638 -12.51605
H 21.74156 -2.51246 -13.28842
H 19.22813 0.87050 -17.12165
H 18.62134 -7.83162 -14.04343
H 18.41631 -1.24749 -16.33011
H 19.30635 -4.61109 -8.90373
H 18.79543 -7.00486 -21.31335
H 18.19734 -2.91975 -18.30295
H 16.19076 -0.05312 -11.04720
H 17.52085 -8.91634 -20.00194
H 21.27647 -5.92321 -9.93716
H 22.27190 -7.72168 -11.63829
H 19.62714 -5.14812 -13.54809
H 20.07730 -5.37693 -16.41772
H 20.82604 -3.95595 -11.93487
H 18.19871 -4.88251 -11.49283
H 24.11976 -4.23809 -14.00972
H 17.54948 -2.54968 -12.23036
H 18.59840 -5.55464 -15.29968
H 21.72568 -0.42455 -15.48912

Forces on the atoms, in the same order (eV/Å):
Cu 0.9 -0.6 0.1
P -0.6 -2.0 0.8
F 2.1 1.0 -1.0
F -0.8 -0.3 -1.7
F 0.3 0.3 -0.1
F 0.4 -0.7 0.8
F -0.1 0.1 -0.1
F -0.1 1.7 0.7
F -1.0 0.3 1.7
F -0.8 -1.4 -0.2
F 0.2 -0.1 0.1
F -0.3 -0.7 0.2
F 1.1 0.0 -0.6
F 0.9 0.2 -1.4
O -0.5 -1.5 2.1
O 0.3 3.4 -0.1
O -0.3 -0.9 1.6
O -1.8 -0.9 1.0
N -1.2 -0.3 0.3
N -1.2 -0.3 1.3
N -0.5 0.8 -1.0
N 0.6 0.6 1.2
N 1.3 3.6 -2.2
N -1.0 -1.8 0.5
N -0.7 -1.5 -0.1
C -1.0 -3.5 2.6
C 0.5 1.5 -3.0
C 0.8 -1.1 -1.1
C -0.2 -1.2 1.3
C -0.3 1.3 1.2
C 0.1 -1.1 -0.5
C 0.3 1.3 0.6
C 1.9 -0.4 -2.0
C 1.7 4.3 -2.2
C -0.1 -0.8 -0.7
C 0.9 3.2 0.2
C -1.1 -0.6 -1.5
C 0.1 0.8 -0.2
C -0.7 -1.1 0.1
C -0.2 0.9 0.8
C 0.8 -1.8 -0.2
C -0.3 -2.4 -1.9
C 0.2 -0.5 0.0
C -0.5 0.3 0.9
C 0.1 -1.0 0.9
C 0.0 -1.8 -1.0
C 1.2 -0.9 0.5
C 0.4 0.0 0.7
C 0.0 1.7 0.1
C -1.5 2.4 2.0
C -0.6 1.3 -1.5
C -1.4 -0.8 -0.2
C -0.1 0.8 1.6
C 1.0 0.0 1.6
C 0.3 -2.8 -1.1
C 0.6 0.8 -0.1
C -1.9 0.9 0.8
C 0.9 -0.1 -1.0
C -0.2 -2.1 0.4
C -1.6 0.2 0.1
C -0.7 0.3 1.2
C 1.6 2.1 -0.8
C -0.2 0.1 -0.6
C 1.3 -2.2 -1.3
C 0.0 0.7 0.6
C 0.3 1.4 0.5
C -1.4 -1.0 -1.2
C 0.1 0.8 -1.6
H 0.1 0.4 0.0
H 0.0 -0.2 0.1
H 0.2 0.1 0.7
H 0.1 0.2 -0.1
H -0.3 -0.1 0.0
H 0.3 -0.2 -0.1
H 0.1 0.0 -0.5
H -0.2 0.0 -0.1
H 0.1 -0.3 0.3
H 0.0 0.1 -0.2
H -0.3 0.2 0.6
H 0.8 0.0 0.2
H -0.2 0.0 -0.2
H 0.5 0.4 0.2
H 0.4 -0.4 -0.5
H -0.2 -0.1 0.0
H -0.3 -0.1 -0.4
H 0.1 0.4 0.3
H -0.5 0.0 0.3
H -0.5 0.1 0.2
H -0.7 -0.6 0.5
H 0.5 0.1 -0.2
H 0.2 -0.3 -0.2
H 0.2 0.6 0.0
H 0.0 0.1 0.2
H 0.0 -0.1 0.1
H 0.0 0.2 -0.3
H 0.6 0.0 -0.2
H 0.1 0.4 0.7
H 0.1 0.1 -0.3
H 0.0 -0.2 0.4
H -0.1 0.0 0.4
H 0.1 -0.6 -0.1
H 0.0 -0.4 0.3
H 0.0 -0.7 0.3
H -0.2 0.4 -0.3
H 0.4 0.8 -0.5
H 0.2 0.7 0.3
H 0.5 -0.1 0.1
H 0.2 -0.1 -0.6
H 0.1 0.1 0.3
H 0.2 0.2 0.3
H -0.2 -0.2 0.4
H -0.1 0.3 -0.1
H -0.3 0.2 0.2
H -0.3 0.1 0.1
H 0.1 0.3 -0.5
H 0.4 -0.4 -0.2
H -0.1 0.3 0.1
H -0.1 -0.3 -0.4
H -0.2 -0.1 -0.1
H 0.0 0.1 -0.1
H 0.0 -0.1 0.4
H -0.4 0.1 0.6
H -0.9 0.3 -0.2
H 0.7 -0.2 -0.3
H 0.6 -0.4 0.8
H -0.7 -0.3 -0.4
H -0.1 -0.5 -0.1
H -0.2 -0.3 0.3
H 0.1 0.5 -0.5
H 0.2 -0.6 0.2
H -0.2 0.5 -1.0
H 0.2 0.2 -0.3

(3)
The following is a DFT calculation (ωB97M-V/def2-TZVPD) of C4H6S3 in the gas phase at a distorted geometry.

As for the total charge: 0. Its HOMO-LUMO gap is 8.319 eV. Its total energy is -36749.286 eV. As for the SMILES: S=C1[C@H](S)C[C@H]1S. The value obtained for the energy above the lowest of the compared OMol25 structures with the same formula, charge and spin is 93.80 kJ/mol. The HOMO energy is -8.8 eV.

Atoms and positions in Å:
S -0.12594 -2.56980 -0.82399
S 2.27369 0.13065 -1.27663
S -2.49796 0.36685 0.36456
C 0.31533 0.78715 0.66007
C -0.83771 -0.27891 0.79357
C -0.14275 -1.08049 -0.31110
C 0.63072 0.18878 -0.71297
H -0.03326 1.83660 0.74045
H -0.11288 0.69696 -1.44067
H -2.22818 0.67444 -0.94206
H -1.04461 -0.87414 1.73487
H 2.66888 -0.47866 -0.09569
H 1.13467 0.60057 1.30957

Forces on the atoms, in the same order (eV/Å):
S 0.0 -0.8 0.0
S 1.1 -0.5 0.5
S 0.4 -0.1 -0.7
C -1.6 0.2 0.1
C -0.2 -0.6 0.8
C -0.1 1.4 0.0
C -2.6 0.7 -0.8
H 0.4 -0.6 -0.2
H 1.6 -0.7 0.6
H -0.2 -0.1 0.7
H 0.6 0.9 -0.9
H 0.0 0.4 -1.0
H 0.6 -0.1 0.9

(4)
The following is a DFT calculation (ωB97M-V/def2-TZVPD) of C3H4FN3 in the gas phase at a distorted geometry.

As for the total charge: 0. Its HOMO-LUMO gap is 9.237 eV. Its total energy is -10358.437 eV. As for the SMILES: FN1CC=CN=N1. The value obtained for the energy above the lowest of the compared OMol25 structures with the same formula, charge and spin is 509.78 kJ/mol. The HOMO energy is -9.1 eV.

Atoms and positions in Å:
F 2.31092 1.34387 0.05830
N 0.74359 -1.69425 0.06753
N 1.31714 0.41976 -0.20403
N 1.60233 -0.79867 0.07364
C -1.10556 -0.13352 -0.03144
C -0.24567 1.08085 0.02936
C -0.60494 -1.37199 -0.05166
H -2.17196 0.04589 -0.02174
H -0.35587 1.76858 -0.80073
H -0.26231 1.59037 0.99253
H -1.22767 -2.25090 -0.11175

Forces on the atoms, in the same order (eV/Å):
F -0.1 -0.6 0.3
N -0.3 -1.3 0.2
N -4.3 2.0 -0.5
N 2.0 0.6 0.5
C 0.0 -0.2 -0.1
C 3.2 -1.4 -0.2
C -0.4 0.8 -0.3
H -0.1 -0.1 0.1
H 0.1 0.0 0.0
H 0.0 0.1 0.0
H -0.2 0.1 0.0